Record 1
# C3H9NO3S

A cluster of 2 separate species, C3H9NO3S in total (ωB97M-V/def2-TZVPD, the OMol25 dataset).

- Relative energy (zero: lowest compared OMol25 entry of this formula, charge and spin): 78.2 kcal/mol
- Molecular weight: 139.2 Da
- Lowest unoccupied orbital energy: 0.789 eV
- Frontier orbital gap: 8.88 eV
- HOMO energy: -0.297 Ha

CARTESIAN COORDINATES (ANGSTROEM)
1 S 3.11 -0.56 0.20
2 O 4.57 0.15 0.43
3 O 2.98 -0.34 -1.24
4 O 2.21 0.50 1.09
5 N -1.79 0.53 -0.44
6 C -0.33 -1.29 -0.15
7 C -3.12 0.85 -0.05
8 C -1.23 -0.42 0.31
9 H -0.08 -1.50 -1.15
10 H -3.98 -0.12 -0.22
11 H -1.70 0.27 -1.35
12 H -3.24 1.25 1.00
13 H 4.93 0.05 -0.47
14 H -1.28 -0.47 1.36
15 H -3.47 1.63 -0.73
16 H 0.10 -1.94 0.56
17 H 2.32 1.41 0.85

For each atom in turn, the Löwdin charge in e is:
1 S 0.877
2 O -0.290
3 O -0.444
4 O -0.269
5 N -0.092
6 C -0.015
7 C -0.146
8 C -0.284
9 H 0.039
10 H 0.145
11 H 0.084
12 H 0.092
13 H 0.064
14 H 0.103
15 H 0.057
16 H 0.030
17 H 0.049


Record 2
# C3H9NO3S

A cluster of 2 separate species, C3H9NO3S in total (ωB97M-V/def2-TZVPD, the OMol25 dataset).

- Relative energy (zero: lowest compared OMol25 entry of this formula, charge and spin): 143.8 kcal/mol
- Molecular weight: 139.2 Da
- Lowest unoccupied orbital energy: -3.275 eV
- Frontier orbital gap: 5.95 eV
- HOMO energy: -0.339 Ha

CARTESIAN COORDINATES (ANGSTROEM)
1 S 1.88 2.15 -1.42
2 O -0.87 -2.75 0.43
3 O -0.82 1.37 1.65
4 O -1.67 -0.33 0.57
5 N 0.87 -0.93 -0.49
6 C -0.74 0.25 1.27
7 C 0.61 0.24 0.10
8 C 0.32 1.40 -0.91
9 H -0.19 0.96 -1.75
10 H -1.75 -3.11 0.41
11 H -0.30 -0.46 2.01
12 H 1.37 2.82 -2.46
13 H 1.39 0.69 0.73
14 H -0.27 2.11 -0.38
15 H 1.71 -1.41 -0.17
16 H -1.60 -1.34 0.77
17 H 0.08 -1.66 -0.35

For each atom in turn, the Löwdin charge in e is:
1 S 0.752
2 O -0.370
3 O 0.146
4 O 0.095
5 N 0.165
6 C -0.604
7 C -0.286
8 C -0.499
9 H 0.087
10 H -0.058
11 H 0.206
12 H -0.128
13 H 0.136
14 H 0.064
15 H 0.132
16 H 0.073
17 H 0.087